# 1
A 3-piece molecular cluster, C23H44Cl2N3O3 overall in a non-equilibrium geometry, computed with wB97M-V/def2-TZVPD.

Last column: Mulliken charge in e.
CARTESIAN COORDINATES (ANGSTROEM)
C  3.88081  5.56792  -0.33111  -1.198
C  2.37636  5.30015  -0.04424  -0.267
C  1.59998  4.71494  -1.28830  -1.073
C  0.19948  4.17369  -0.89104  -0.457
N  0.25924  2.84153  -0.18971  0.728
N  1.46380  2.31095  -0.16296  -0.739
C  1.43753  1.14666  0.46398  -0.171
C  2.79281  0.42750  0.49964  -0.626
Cl  4.11299  1.19041  1.37955  -0.163
C  2.91810  -0.75012  -0.11644  0.687
C  1.79876  -1.45253  -0.90224  -1.000
Cl  4.46297  -1.62684  -0.04531  -0.216
C  0.35363  0.47867  1.10041  0.279
C  -0.92412  1.11406  1.03692  0.444
C  -2.17760  0.51832  1.67131  -1.440
C  -2.41476  1.24845  3.05101  0.331
C  -1.17495  1.04989  3.96843  -1.259
O  -3.65546  0.89356  3.64594  -0.537
C  -0.87823  2.35831  0.30876  1.244
C  -2.19261  3.13453  0.11178  -0.925
C  -2.76982  2.98601  -1.37071  -0.390
C  -4.27804  2.53087  -1.28050  -0.801
N  -5.03012  2.75304  -2.49979  -0.564
H  4.08084  6.06184  -1.29896  0.320
H  4.43442  4.61906  -0.18466  0.254
H  4.24285  6.25750  0.46649  0.360
H  2.18133  4.63596  0.82184  0.262
H  1.89157  6.27909  0.18247  0.343
H  1.40436  5.59972  -1.94072  0.451
H  2.21182  4.02327  -1.89563  0.405
H  -0.24397  4.93338  -0.21324  0.345
H  -0.38400  4.07725  -1.83142  0.247
H  2.26796  -1.96502  -1.76552  0.466
H  1.33114  -2.22978  -0.26215  0.030
H  1.04734  -0.73048  -1.27791  0.371
H  0.52889  -0.48053  1.60576  0.611
H  -3.07203  0.58237  1.01253  0.102
H  -2.01412  -0.56517  1.85194  0.132
H  -2.46657  2.34207  2.81886  0.389
H  -1.35956  1.33510  5.02546  0.400
H  -0.77390  0.01041  3.92667  0.243
H  -0.33985  1.70668  3.62986  0.315
H  -4.04019  1.73246  3.94071  0.403
H  -2.99343  2.73080  0.76810  0.338
H  -2.10630  4.20225  0.40476  0.409
H  -2.13665  2.32708  -1.99664  0.405
H  -2.79283  4.01664  -1.79399  0.318
H  -4.71720  3.12026  -0.43957  0.386
H  -4.27778  1.47417  -0.94057  0.246
H  -4.79158  2.09789  -3.23573  0.244
H  -4.99381  3.71782  -2.80879  0.270
C  -2.72344  -3.22358  -1.46846  -1.308
C  -1.71737  -3.88910  -0.54315  0.425
C  -2.40957  -4.75698  0.49469  -1.343
O  -0.93670  -2.88476  0.11596  -0.306
H  -3.39764  -2.57129  -0.90387  0.279
H  -2.21300  -2.59578  -2.20221  0.300
H  -3.32165  -3.96476  -2.00009  0.420
H  -1.02680  -4.49813  -1.12910  0.355
H  -3.07332  -4.15564  1.12361  0.331
H  -1.67653  -5.21983  1.15765  0.317
H  -2.99810  -5.54436  0.02169  0.419
H  -1.53762  -2.34068  0.63785  0.158
C  3.42454  -6.24062  -1.87973  -1.152
C  4.00757  -6.06177  -0.48627  0.321
C  2.97696  -5.48590  0.47380  -0.717
O  5.13791  -5.19486  -0.54914  -0.520
H  3.10465  -5.27850  -2.29280  0.222
H  4.17592  -6.64453  -2.56007  0.319
H  2.56674  -6.91622  -1.86621  0.372
H  4.36187  -7.02324  -0.11074  0.310
H  2.64269  -4.49895  0.13730  -0.166
H  3.41059  -5.35337  1.46671  0.331
H  2.10563  -6.13908  0.55757  0.386
H  4.83717  -4.34014  -0.88029  0.294

total charge = +1
DFT total energy = -2212.83999 Ha
frontier orbital gap = 0.27085 Eh
LUMO = -4.38 eV
highest occupied orbital energy = -11.75 eV

# 2
One molecule with the formula C5H6O, computed with wB97M-V/def2-TZVPD.

Last column: natural (NBO) charge in e.
CARTESIAN COORDINATES (ANGSTROEM)
C  -2.51946  0.38282  -0.41588  -0.199
C  -1.34582  -0.28364  -0.48403  -0.384
C  -0.36753  -0.31995  0.56094  0.127
C  0.99447  -0.66948  0.30956  0.396
O  1.20380  -1.86215  0.08270  -0.562
C  2.08594  0.34789  0.51928  -0.708
H  -2.79254  1.05559  0.38691  0.204
H  -1.14186  -0.74410  -1.44768  0.216
H  -3.21478  0.32954  -1.25158  0.198
H  1.70104  1.37116  0.45947  0.221
H  2.53020  0.20110  1.50973  0.249
H  2.86655  0.19123  -0.22942  0.241

energy relative to the best compared isomer or geometry (same formula, charge and spin) = 85.2 kcal/mol
DFT total energy = -269.21040 Ha
frontier orbital gap (spin up / spin down) = 0.26946 / 0.27110 Eh
LUMO (spin up / spin down) = -1.36 / -1.38 eV
highest occupied orbital energy (spin up / spin down) = -8.69 / -8.76 eV

# 3
C22H42BI2N4O6 as an isolated structure, computed with wB97M-V/def2-TZVPD.

Last column: Mulliken charge in e.
CARTESIAN COORDINATES (ANGSTROEM)
C  1.23873  -4.45301  -0.62883  -1.140
C  0.78242  -4.35182  -2.06965  -0.208
O  0.78985  -2.95946  -2.48184  -0.290
B  -0.20697  -2.49517  -3.27853  0.503
O  -0.16613  -2.40553  -4.62198  -0.649
N  -1.48613  -1.98211  -2.67034  0.226
C  -2.75256  -2.18405  -3.08719  0.676
C  -3.15935  -3.01944  -4.24438  -1.338
N  -3.62613  -1.57349  -2.31677  -0.510
C  -2.90103  -0.93263  -1.38032  0.573
N  -3.48398  -0.16567  -0.45030  0.749
C  -4.96211  -0.08261  -0.44786  -0.762
C  -5.65125  -1.34921  0.07358  -1.224
C  -2.76024  0.55282  0.52905  -1.606
I  -2.41722  -0.49473  2.31593  0.210
C  -2.41461  1.81593  0.29574  0.529
C  -2.80556  2.51361  -0.98759  -1.094
I  -1.32758  2.94899  1.64848  0.215
N  -1.58547  -1.17602  -1.54118  0.355
C  -0.36983  -0.75777  -0.82995  -0.438
C  0.34380  0.41946  -1.48545  0.324
C  1.77445  0.56699  -0.96487  -0.856
C  2.72761  1.24599  -1.96063  -0.829
C  4.14680  0.67579  -1.93334  -0.693
C  4.99554  1.20643  -0.77817  -0.517
C  6.46534  0.78206  -0.87913  -0.661
C  6.73532  -0.50287  -0.11648  -0.449
O  8.03152  -0.96589  -0.42156  -0.330
C  8.67730  -1.60579  0.65455  -0.709
H  2.00137  -3.69499  -0.44503  0.217
H  1.67118  -5.43187  -0.42991  0.412
H  0.41582  -4.28462  0.06594  0.278
H  -0.22506  -4.76145  -2.19205  0.271
H  1.44867  -4.90088  -2.73490  0.400
H  0.57629  -2.88996  -5.00100  0.345
H  -2.32351  -3.34018  -4.85490  0.306
H  -3.84462  -2.43681  -4.85848  0.370
H  -3.70755  -3.88638  -3.87448  0.310
H  -5.29168  0.16661  -1.45494  0.540
H  -5.19386  0.76958  0.18915  0.477
H  -4.92233  -2.06181  0.45777  0.284
H  -6.20660  -1.84413  -0.72120  0.311
H  -6.35773  -1.10665  0.86512  0.374
H  -3.89405  2.53361  -1.07897  0.287
H  -2.45855  3.54184  -1.00387  0.454
H  -2.41783  1.98675  -1.86087  0.252
H  0.29059  -1.61910  -0.81341  0.116
H  -0.63827  -0.55110  0.20087  -0.245
H  0.34477  0.27311  -2.57275  0.356
H  -0.22571  1.33090  -1.29653  -0.044
H  1.73441  1.16378  -0.04946  0.280
H  2.16846  -0.41422  -0.68032  0.404
H  2.77495  2.31821  -1.75208  0.416
H  2.32789  1.15367  -2.97497  0.505
H  4.64484  0.92729  -2.87340  0.442
H  4.09770  -0.41788  -1.88864  0.178
H  4.91510  2.29518  -0.74883  0.412
H  4.59060  0.82931  0.16905  0.262
H  6.75535  0.63396  -1.92237  0.355
H  7.12019  1.55969  -0.48200  0.257
H  6.63489  -0.32235  0.96157  0.353
H  5.99387  -1.26968  -0.38811  0.194
H  8.72109  -0.95658  1.53622  0.320
H  9.69192  -1.83432  0.33578  0.258
H  8.17701  -2.54135  0.93219  0.290
C  -4.14259  5.66907  8.13631  -0.624
O  -4.58801  4.95912  6.97157  -0.324
C  -3.67635  4.15755  6.43606  0.744
O  -2.55272  3.98907  6.83238  -0.542
O  -4.21569  3.55975  5.36808  -0.322
C  -3.33142  2.65589  4.70651  -0.421
H  -4.98954  6.27065  8.44889  0.216
H  -3.86118  4.97076  8.92159  0.299
H  -3.29377  6.30426  7.89209  0.298
H  -3.03545  1.84700  5.37335  0.294
H  -2.44417  3.17176  4.34801  0.063
H  -3.89122  2.25719  3.86398  0.263

total charge = +1
DFT total energy = -2154.05748 Ha
frontier orbital gap = 0.31397 Eh
LUMO = -2.72 eV
highest occupied orbital energy = -11.26 eV

# 4
An isolated ion of composition C5H11N4O and charge +1, computed with wB97M-V/def2-TZVPD.

Last column: natural (NBO) charge in e.
CARTESIAN COORDINATES (ANGSTROEM)
C  3.23298  -0.54741  -0.21638  -0.621
C  1.83244  -0.05190  0.05738  -0.065
O  1.60407  1.17261  -0.63740  -0.517
C  0.28364  1.59078  -0.75737  0.102
N  -0.56936  1.31130  0.38650  -0.570
C  -1.48725  0.35484  0.45513  0.590
N  -2.26025  0.13459  1.52101  -0.458
C  -3.01510  -0.89710  1.20268  0.286
N  -2.75639  -1.33738  -0.02140  -0.333
N  -1.76691  -0.54483  -0.52218  -0.378
H  3.97462  -0.04454  0.38647  0.227
H  3.25488  -1.60114  0.03576  0.221
H  3.45201  -0.45582  -1.27400  0.226
H  1.70565  0.07817  1.12702  0.179
H  1.12832  -0.80399  -0.30559  0.138
H  -0.19336  1.18985  -1.65484  0.152
H  0.31909  2.66693  -0.85927  0.219
H  -0.48767  1.88496  1.20954  0.441
H  -3.75137  -1.33018  1.84939  0.253
H  -3.13688  -2.10725  -0.54766  0.456
H  -1.36316  -0.66248  -1.43480  0.453

energy relative to the best compared isomer or geometry (same formula, charge and spin) = 41.2 kcal/mol
structure (SMILES) = CCOCNc1nc[nH][nH+]1
total charge = +1
DFT total energy = -491.12131 Ha
frontier orbital gap = 0.38171 Eh
LUMO = -3.40 eV
highest occupied orbital energy = -13.79 eV